[1]
ORCA calculation (ωB97M-V/def2-TZVPD) on a 2-piece molecular cluster, CH4FO3P overall in a non-equilibrium geometry.

```
! RIJCOSX wB97M-V def2-TZVPD def2/J DEFGRID3
* xyz 0 1
P -0.930 0.790 -0.118
F -1.971 1.712 0.726
O 1.840 -0.490 0.417
O -1.491 -1.961 -0.026
O 1.616 -0.681 -0.937
C -1.718 -0.990 0.514
H 2.256 0.409 0.449
H -0.071 0.724 0.896
H 0.780 -1.271 -0.948
H -0.310 1.758 -0.973
*
```

calculated total energy = -19245.728 eV
LUMO energy = 0.456 eV
gap between HOMO and LUMO = 9.218 eV
energy above the lowest of the compared OMol25 structures with the same formula, charge and spin = 19.79 kcal per mole

***

[2]
ORCA calculation (ωB97M-V/def2-TZVPD) on a 12-piece molecular cluster, C6H34NO11 overall in a non-equilibrium geometry.

```
! RIJCOSX wB97M-V def2-TZVPD def2/J DEFGRID3
* xyz 1 1
O -2.221 -0.589 3.025
O -3.274 -0.554 -2.366
O 0.585 -1.013 3.229
O 3.152 -0.929 1.871
O 1.755 1.271 -2.818
O 3.491 1.185 -0.828
O 3.515 -1.621 -0.771
O -3.469 -0.806 0.459
O 1.875 -1.354 -2.685
O -0.834 -1.668 -2.912
O 0.182 2.090 3.792
N -0.873 -1.924 -0.384
C -0.215 0.420 -0.471
C -1.922 2.876 0.452
C -1.585 -2.833 0.128
C -0.488 2.885 -0.068
C 0.317 1.630 0.255
C -0.405 -0.698 0.232
H -0.538 3.069 -1.147
H 0.077 3.732 0.285
H -2.307 1.868 0.662
H -3.499 -0.833 -1.462
H 2.136 -1.578 -3.583
H 1.329 1.784 -0.110
H -2.164 -1.170 2.268
H -2.041 -2.864 1.108
H 4.391 1.247 -1.168
H -0.594 2.014 4.362
H -3.781 0.043 0.817
H -1.355 -0.186 3.129
H 1.463 -0.880 2.826
H -2.950 0.341 -2.299
H -2.626 3.330 -0.244
H 4.296 -1.586 -1.330
H 0.552 -1.501 4.051
H 2.385 1.418 -2.070
H 1.430 -0.483 -2.757
H -0.020 -0.931 1.217
H 2.845 -1.871 -1.450
H -1.693 -1.204 -2.722
H -0.383 -2.165 -1.272
H -0.723 0.354 -1.418
H 1.488 2.099 -3.235
H 0.507 1.203 3.611
H 3.936 -0.729 2.377
H 3.301 0.218 -0.848
H -2.000 3.289 1.459
H 0.305 1.387 1.312
H 3.309 -1.303 0.988
H -4.274 -1.314 0.674
H -1.780 -3.769 -0.366
H -0.608 -1.398 -3.806
*
```

calculated total energy = -30779.832 eV
LUMO energy = -3.929 eV
gap between HOMO and LUMO = 9.289 eV
energy above the lowest of the compared OMol25 structures with the same formula, charge and spin = 74.68 kcal per mole

***

[3]
ORCA calculation (ωB97M-V/def2-TZVPD) on a 16-piece molecular cluster, C22H76N12O16 overall in a non-equilibrium geometry.

```
! RIJCOSX wB97M-V def2-TZVPD def2/J DEFGRID3
* xyz 0 1
O -6.276 9.937 10.954
O -10.589 16.200 11.575
O -14.778 7.041 11.634
O -15.902 14.339 9.070
O -13.040 9.552 7.316
O -11.099 16.388 8.852
O -14.456 14.165 13.470
O -11.324 14.434 13.939
O -10.292 11.421 7.757
O -17.427 11.120 8.875
O -11.277 17.816 13.711
O -10.586 9.492 11.515
O -15.693 15.290 11.527
O -12.802 12.083 9.355
O -9.959 14.282 7.591
O -13.612 15.463 5.588
N -10.850 9.530 13.927
N -14.840 13.452 6.379
N -15.984 9.006 12.346
N -15.338 11.484 9.742
N -12.618 9.845 12.788
N -11.696 9.534 9.109
N -12.981 13.910 7.269
N -10.152 12.248 13.937
N -15.281 11.176 7.683
N -14.377 9.334 10.964
N -12.359 12.341 14.060
N -13.205 7.904 9.066
C -11.960 12.769 10.245
C -18.024 15.227 9.288
C -15.671 16.734 11.489
C -12.632 8.950 8.481
C -8.211 11.182 10.613
C -8.642 14.862 11.517
C -16.036 11.229 8.714
C -9.358 10.766 6.982
C -15.057 14.400 14.762
C -9.902 14.406 6.217
C -7.374 10.011 10.055
C -15.093 8.421 11.611
C -12.532 17.269 14.014
C -11.341 17.710 8.594
C -13.832 14.295 6.432
C -9.225 16.201 11.845
C -14.707 17.050 10.426
C -17.061 14.596 8.372
C -11.716 17.826 7.114
C -12.884 14.023 10.581
C -11.236 13.043 13.960
C -11.350 9.646 12.756
H -11.201 9.920 14.865
H -14.937 12.526 6.961
H -9.143 11.367 10.069
H -10.342 12.321 7.473
H -12.419 11.178 9.242
H -16.126 14.202 14.692
H -12.596 14.605 11.504
H -7.712 12.136 10.561
H -13.033 16.831 13.144
H -9.053 16.592 12.867
H -11.134 15.558 11.995
H -11.062 13.101 9.823
H -15.334 17.137 12.438
H -8.669 11.494 6.749
H -10.823 16.329 9.801
H -15.333 13.811 8.481
H -8.704 17.028 11.325
H -8.122 9.199 9.978
H -10.202 11.199 13.776
H -9.196 12.790 13.873
H -17.533 13.698 7.875
H -14.397 11.945 9.662
H -12.911 13.155 7.944
H -8.695 14.672 10.429
H -12.538 11.468 13.617
H -10.648 15.163 5.878
H -13.788 16.702 10.826
H -16.088 10.000 12.252
H -13.249 9.671 11.917
H -14.684 18.107 10.246
H -12.406 16.521 14.762
H -15.797 11.061 6.819
H -13.202 12.936 14.178
H -8.916 14.714 5.909
H -13.177 9.735 13.545
H -14.896 15.425 15.100
H -11.454 9.496 10.136
H -12.233 18.106 9.282
H -12.494 17.139 6.877
H -10.805 17.483 6.606
H -12.296 14.699 7.544
H -17.622 16.254 9.349
H -9.771 10.321 6.076
H -13.915 7.345 8.583
H -15.917 11.678 10.551
H -7.624 14.753 11.832
H -10.900 17.232 13.015
H -14.307 10.819 7.728
H -8.607 11.035 11.656
H -16.828 15.143 7.512
H -8.816 10.010 7.609
H -10.518 18.372 8.704
H -13.027 14.816 9.779
H -10.131 15.128 7.989
H -14.962 16.571 9.446
H -13.107 18.086 14.286
H -15.823 14.963 10.613
H -11.633 12.067 11.024
H -14.865 14.747 12.855
H -13.906 13.706 10.764
H -16.637 17.040 11.201
H -19.060 15.253 8.900
H -14.721 10.294 10.656
H -14.619 13.779 15.533
H -16.790 8.476 12.875
H -6.470 9.436 11.802
H -11.132 10.240 8.528
H -13.775 8.713 10.249
H -9.044 13.955 11.978
H -12.636 7.504 9.903
H -10.086 13.350 5.913
H -15.684 13.716 5.807
H -18.052 14.731 10.268
H -6.991 10.040 9.033
H -11.944 18.861 6.912
H -9.860 9.230 14.062
*
```

calculated total energy = -74679.870 eV
LUMO energy = -0.295 eV
gap between HOMO and LUMO = 8.367 eV
energy above the lowest of the compared OMol25 structures with the same formula, charge and spin = 35.25 kcal per mole

***

[4]
ORCA calculation (ωB97M-V/def2-TZVPD) on C60H71MoNO2S5Si5Te as an isolated structure in a non-equilibrium geometry.

```
! RIJCOSX wB97M-V def2-TZVPD def2/J DEFGRID3
* xyz 0 3
Te -0.415 1.734 -2.911
Mo 0.022 -0.043 -0.880
S -1.087 1.858 0.240
S -1.188 -1.792 3.699
S 1.373 0.355 1.104
S 0.908 -2.291 -0.642
S 2.125 0.378 -2.168
Si -3.866 2.769 -4.173
Si -1.794 3.801 -3.502
Si -0.390 -2.350 -3.649
Si -0.314 4.527 -5.290
Si -2.477 5.777 -2.275
O -0.594 -1.593 2.377
O -0.639 -1.113 -2.687
N -1.696 -0.943 -0.161
C 3.553 -3.839 -3.395
C 2.160 -1.998 -4.897
C 2.224 -1.106 1.458
C -3.890 6.568 -3.304
C -3.666 0.876 -4.324
C -3.793 -1.448 4.605
C -4.587 3.489 -5.794
C -3.071 5.389 -0.495
C 1.420 -5.286 4.059
C 2.134 4.688 -0.808
C -0.156 3.092 -6.542
C -4.832 -2.287 4.216
C 1.468 4.997 -4.756
C 0.344 -4.449 4.286
C -3.006 -2.901 0.274
C -4.077 -0.785 0.186
C -2.738 1.254 -0.235
C 2.147 2.038 -1.598
C 2.649 -3.467 1.102
C -3.010 -6.105 -2.582
C -4.184 -2.163 0.330
C -2.215 -1.434 -7.880
C -1.023 6.040 -6.228
C -0.769 -4.487 3.453
C -1.890 -3.529 3.680
C -1.836 -2.946 -6.061
C 2.199 -3.648 -3.184
C 3.805 -2.290 2.840
C 3.546 -3.472 2.154
C -3.622 -1.173 5.958
C 1.400 -6.170 2.993
C 3.222 2.550 -0.884
C 3.210 3.876 -0.489
C -1.135 7.153 -2.186
C -5.228 2.998 -2.834
C -1.000 -0.720 -5.945
C 1.062 4.178 -1.526
C -1.793 -2.279 0.035
C -1.150 -1.966 -5.353
C -2.839 -0.902 3.609
C -2.364 -2.688 -7.312
C -5.489 -2.576 6.505
C -2.678 -3.733 -2.677
C -0.566 -3.138 -0.003
C 4.220 -3.090 -4.349
C 3.157 -1.123 2.500
C -3.492 -4.818 -2.408
C -1.368 -3.900 -3.116
C 3.518 -2.166 -5.102
C -5.671 -2.851 5.161
C 1.076 2.863 -1.946
C -1.712 -6.293 -3.025
C 1.989 -2.295 0.767
C -0.789 -5.395 2.400
C 1.470 -2.725 -3.929
C -2.839 -0.220 -0.046
C -4.465 -1.731 6.900
C 0.292 -6.229 2.168
C -1.525 -0.449 -7.195
C -0.906 -5.200 -3.294
H 1.614 -1.286 -5.498
H 3.356 -0.196 3.017
H 1.706 -4.227 -2.413
H -4.318 -1.509 7.946
H 2.249 -6.808 2.806
H -5.142 -2.642 0.463
H -4.282 7.463 -2.831
H 0.214 4.802 -1.768
H -2.881 -3.466 -7.855
H -1.122 6.904 -5.583
H -4.508 -4.661 -2.074
H 5.280 -3.227 -4.507
H 2.001 4.129 -4.381
H -3.021 -3.973 0.401
H -1.658 -5.458 1.759
H -1.098 2.909 -7.047
H 0.096 -5.363 -3.666
H -3.940 3.303 -6.644
H -6.163 2.540 -3.139
H 2.120 5.721 -0.498
H -3.648 -6.956 -2.390
H -2.888 1.506 -1.300
H -2.641 -3.587 2.895
H 0.115 2.187 -6.005
H -5.556 3.058 -6.027
H -3.173 6.284 0.110
H -4.720 5.889 -3.456
H 2.448 -4.375 0.550
H 4.052 4.270 0.062
H -4.937 2.539 -1.897
H -2.820 -0.519 6.266
H -3.254 0.588 -5.284
H -4.720 4.562 -5.722
H -3.060 -2.728 -2.556
H -2.642 -1.227 -8.850
H -4.946 -0.144 0.236
H 2.275 -5.244 4.715
H -4.980 -2.498 3.166
H -4.034 4.888 -0.502
H -0.475 0.060 -5.400
H -0.500 7.050 -1.312
H -2.587 0.142 3.800
H -0.503 7.124 -3.067
H 1.482 5.743 -3.970
H 0.262 -6.922 1.340
H -1.962 -3.927 -5.626
H -2.979 0.505 -3.564
H -6.142 -3.016 7.243
H -2.367 4.730 0.004
H 0.361 -3.754 5.113
H 4.092 -4.573 -2.811
H -1.380 0.528 -7.637
H 0.601 3.266 -7.300
H 4.529 -2.280 3.642
H -2.352 -3.666 4.657
H -2.002 5.824 -6.640
H -3.528 6.849 -4.286
H -0.306 -3.480 1.000
H 2.039 5.396 -5.590
H 4.049 -4.385 2.434
H 4.027 -1.577 -5.852
H -3.480 1.781 0.367
H 4.048 1.898 -0.636
H -6.466 -3.509 4.845
H -0.724 -3.999 -0.658
H -0.374 6.318 -7.052
H -5.436 4.040 -2.629
H -4.606 0.349 -4.194
H -1.338 -7.297 -3.173
H -3.186 -1.012 2.583
H -1.579 8.143 -2.146
*
```

⟨S²⟩ = 2.03
calculated total energy = -171677.354 eV
LUMO energy (spin up / spin down) = -0.463 / -0.536 eV
gap between HOMO and LUMO (spin up / spin down) = 6.254 / 6.200 eV
energy above the lowest of the compared OMol25 structures with the same formula, charge and spin = 52.73 kcal per mole

***

Among the records above, which one has the highest energy above the lowest of the compared OMol25 structures with the same formula, charge and spin?
C6H34NO11